Entry 1:
Below is one molecule with the formula C17H26N2O3S, with properties calculated with ωB97M-V/def2-TZVPD.

Summary:
Highest occupied orbital energy = -0.3348 Ha
ΔE to the lowest compared entry with this formula, charge and spin = 94.5 kJ/mol
Structure (SMILES) = CCC[C@@H](C)NC(=O)C1CCN(S(=O)(=O)c2ccccc2)CC1
LUMO energy = 0.019 Eh

Last column: natural (NBO) charge in e.
Atoms and positions in Å:
1 C 5.43 4.88 -0.70  -0.597
2 C 3.93 4.91 -0.44  -0.393
3 C 3.27 3.61 -0.91  -0.409
4 C 1.78 3.53 -0.57  -0.031
5 C 0.94 4.52 -1.38  -0.625
6 N 1.29 2.17 -0.78  -0.630
7 C 1.30 1.54 -1.97  0.698
8 O 1.73 2.02 -3.00  -0.637
9 C 0.73 0.12 -1.91  -0.312
10 C -0.74 0.15 -1.49  -0.425
11 C -1.28 -1.27 -1.28  -0.231
12 N -0.45 -2.05 -0.39  -0.670
13 S -0.59 -1.63 1.23  2.297
14 O 0.38 -2.41 1.95  -0.937
15 O -0.56 -0.20 1.45  -0.965
16 C -2.23 -2.24 1.58  -0.251
17 C -2.45 -3.60 1.46  -0.202
18 C -3.72 -4.10 1.72  -0.209
19 C -4.74 -3.24 2.08  -0.184
20 C -4.50 -1.88 2.20  -0.211
21 C -3.24 -1.37 1.95  -0.216
22 C 0.92 -2.15 -0.85  -0.232
23 C 1.56 -0.77 -0.97  -0.416
24 H 5.90 4.06 -0.17  0.200
25 H 5.63 4.75 -1.77  0.204
26 H 5.89 5.82 -0.38  0.206
27 H 3.49 5.76 -0.97  0.196
28 H 3.75 5.04 0.63  0.189
29 H 3.77 2.77 -0.43  0.199
30 H 3.39 3.50 -1.99  0.228
31 H 1.65 3.74 0.50  0.195
32 H -0.11 4.40 -1.14  0.208
33 H 1.08 4.32 -2.44  0.234
34 H 1.23 5.54 -1.16  0.208
35 H 0.91 1.69 0.02  0.408
36 H 0.80 -0.29 -2.93  0.223
37 H -0.86 0.70 -0.56  0.228
38 H -1.34 0.65 -2.26  0.221
39 H -1.34 -1.81 -2.23  0.206
40 H -2.28 -1.23 -0.84  0.216
41 H -1.63 -4.24 1.18  0.239
42 H -3.91 -5.16 1.63  0.222
43 H -5.73 -3.63 2.28  0.219
44 H -5.30 -1.21 2.49  0.222
45 H -3.02 -0.32 2.03  0.243
46 H 0.92 -2.67 -1.81  0.202
47 H 1.46 -2.75 -0.11  0.239
48 H 2.58 -0.86 -1.36  0.224
49 H 1.60 -0.33 0.03  0.211

=====

Entry 2:
Below is a 16-piece molecular cluster, C37H113N25O16 overall, with properties calculated with ωB97M-V/def2-TZVPD.

Summary:
Highest occupied orbital energy = -0.3108 Ha
ΔE to the lowest compared entry with this formula, charge and spin = 106.8 kJ/mol
LUMO energy = 0.001 Eh

Last column: Mulliken charge in e.
Atoms and positions in Å:
1 C 31.61 6.50 -7.77  0.808
2 O 30.55 5.91 -7.64  -0.688
3 N 32.79 5.84 -7.91  -0.474
4 N 31.79 7.84 -7.91  -0.206
5 H 33.69 6.28 -7.97  0.129
6 H 32.66 4.85 -7.83  0.269
7 H 32.75 8.12 -7.84  0.191
8 H 31.00 8.46 -7.81  -0.064
9 C 31.40 7.56 -13.23  0.385
10 O 30.44 7.71 -12.43  -0.558
11 N 32.26 8.52 -13.59  0.024
12 N 31.49 6.43 -13.91  -0.428
13 H 32.08 9.46 -13.28  -0.079
14 H 32.73 8.48 -14.48  0.195
15 H 30.75 5.76 -13.74  0.246
16 H 32.17 6.29 -14.63  0.149
17 C 29.43 13.61 -4.95  0.407
18 O 28.85 12.97 -5.85  -0.616
19 N 28.96 13.53 -3.68  -0.235
20 N 30.45 14.45 -5.11  -0.316
21 H 29.42 14.02 -2.93  0.160
22 H 28.16 12.92 -3.49  0.160
23 H 30.91 14.54 -6.00  0.082
24 H 30.86 15.00 -4.38  0.148
25 C 26.24 13.57 -8.59  0.367
26 O 26.02 13.39 -9.78  -0.650
27 N 25.34 14.08 -7.70  -0.401
28 N 27.42 13.32 -8.01  0.344
29 H 24.42 14.21 -8.08  0.257
30 H 25.51 14.15 -6.72  0.151
31 H 27.64 13.59 -7.06  0.141
32 H 28.10 12.74 -8.47  -0.152
33 C 27.55 6.86 -10.63  0.483
34 O 26.56 6.27 -10.21  -0.789
35 N 27.69 7.21 -11.95  -0.136
36 N 28.65 7.10 -9.91  0.195
37 H 28.52 7.72 -12.21  0.119
38 H 26.94 7.05 -12.60  0.252
39 H 29.42 7.65 -10.26  -0.114
40 H 28.79 6.72 -8.98  0.009
41 C 27.34 14.33 -13.20  0.321
42 O 26.20 14.66 -13.55  -0.758
43 N 27.63 13.68 -12.05  0.486
44 N 28.44 14.51 -13.96  -0.102
45 H 26.91 13.42 -11.37  0.081
46 H 28.59 13.48 -11.82  -0.358
47 H 28.29 15.14 -14.73  0.290
48 H 29.33 14.09 -13.74  -0.037
49 C 30.39 16.91 -10.64  0.672
50 O 31.19 16.66 -9.73  -0.649
51 N 29.31 16.19 -10.97  -0.125
52 N 30.58 17.90 -11.55  -0.417
53 H 29.19 15.37 -10.38  -0.041
54 H 28.74 16.39 -11.77  0.126
55 H 31.40 18.47 -11.46  0.214
56 H 29.89 18.05 -12.26  0.157
57 C 34.83 11.58 -15.03  0.533
58 O 34.31 10.66 -14.42  -0.567
59 N 36.03 11.52 -15.63  -0.412
60 N 34.39 12.88 -15.01  -0.281
61 H 36.48 10.62 -15.73  0.265
62 H 36.37 12.30 -16.16  0.132
63 H 33.42 12.95 -14.72  0.049
64 H 34.83 13.67 -15.42  0.234
65 C 26.30 11.28 -3.98  0.741
66 O 26.98 11.73 -3.08  -0.830
67 N 26.60 11.43 -5.29  0.231
68 N 25.12 10.60 -3.84  -0.350
69 H 27.42 11.94 -5.59  -0.185
70 H 25.93 11.05 -5.95  0.190
71 H 24.61 10.22 -4.61  0.127
72 H 24.69 10.56 -2.93  0.292
73 C 30.84 5.85 -1.91  -1.440
74 C 30.84 5.86 -3.43  0.519
75 C 30.10 7.01 -4.09  0.765
76 O 30.51 8.28 -3.62  -0.551
77 C 29.84 9.35 -4.24  0.178
78 N 32.22 5.78 -3.89  -0.779
79 H 29.84 5.81 -1.48  0.284
80 H 31.41 6.66 -1.46  0.298
81 H 31.43 4.97 -1.61  0.385
82 H 30.32 4.95 -3.77  0.310
83 H 29.02 6.92 -3.94  -0.354
84 H 30.17 6.97 -5.19  -0.247
85 H 30.00 9.37 -5.32  0.032
86 H 30.17 10.29 -3.79  0.169
87 H 28.76 9.29 -4.02  -0.101
88 H 32.49 4.81 -4.03  0.291
89 H 32.29 6.07 -4.86  0.165
90 C 24.87 6.19 -1.28  -1.676
91 C 25.73 6.98 -2.24  0.770
92 C 25.27 6.80 -3.68  -0.761
93 O 26.32 7.16 -4.59  0.040
94 C 25.93 6.81 -5.92  -0.601
95 N 25.79 8.40 -1.84  -0.599
96 H 23.89 6.60 -1.03  0.351
97 H 25.38 6.31 -0.32  0.400
98 H 24.68 5.14 -1.48  0.413
99 H 26.78 6.65 -2.19  -0.100
100 H 24.41 7.43 -3.94  0.292
101 H 24.91 5.77 -3.74  0.465
102 H 25.89 5.73 -6.08  0.296
103 H 26.72 7.27 -6.52  -0.061
104 H 24.95 7.20 -6.22  0.333
105 H 24.79 8.56 -1.81  0.335
106 H 26.11 8.82 -2.71  0.071
107 C 39.23 9.59 -11.99  -1.360
108 C 37.97 8.72 -11.91  0.173
109 C 36.70 9.55 -11.76  -0.222
110 O 36.67 10.18 -10.46  -0.477
111 C 35.64 11.16 -10.38  -0.363
112 N 37.82 7.90 -13.11  -0.643
113 H 39.44 9.91 -10.97  0.319
114 H 38.99 10.45 -12.62  0.302
115 H 40.10 9.04 -12.34  0.408
116 H 37.99 8.02 -11.07  0.368
117 H 35.74 9.03 -11.70  0.314
118 H 36.64 10.35 -12.51  0.009
119 H 35.83 12.08 -10.93  0.359
120 H 35.59 11.48 -9.34  0.234
121 H 34.71 10.73 -10.76  0.067
122 H 38.52 7.18 -13.18  0.267
123 H 37.98 8.54 -13.88  0.223
124 C 30.46 13.27 -18.20  -1.534
125 C 30.77 12.82 -16.79  0.467
126 C 31.36 14.02 -16.01  -0.842
127 O 31.41 13.76 -14.61  0.008
128 C 31.87 14.89 -13.94  -0.939
129 N 29.46 12.47 -16.12  -0.705
130 H 29.47 13.71 -18.28  0.351
131 H 30.51 12.41 -18.87  0.359
132 H 31.17 14.00 -18.59  0.350
133 H 31.33 11.89 -16.72  0.377
134 H 30.67 14.87 -16.08  0.301
135 H 32.33 14.28 -16.43  0.487
136 H 31.20 15.76 -14.03  0.400
137 H 32.83 15.28 -14.32  0.461
138 H 31.98 14.71 -12.87  0.049
139 H 29.04 13.37 -15.91  0.303
140 H 29.70 12.13 -15.20  0.204
141 C 34.08 14.38 -10.41  -1.445
142 C 33.64 14.00 -9.00  0.805
143 C 33.85 15.10 -7.99  -0.861
144 O 33.71 14.67 -6.64  -0.337
145 C 33.94 15.77 -5.76  -0.827
146 N 32.18 13.64 -9.14  -0.515
147 H 33.56 15.26 -10.79  0.261
148 H 33.87 13.58 -11.12  0.134
149 H 35.15 14.59 -10.38  0.524
150 H 34.24 13.15 -8.68  0.000
151 H 33.16 15.90 -8.29  0.390
152 H 34.88 15.49 -8.05  0.485
153 H 33.43 16.70 -6.00  0.318
154 H 35.02 15.95 -5.73  0.368
155 H 33.66 15.35 -4.79  0.252
156 H 31.92 13.30 -8.21  0.089
157 H 31.70 14.54 -9.22  0.000
158 C 31.71 10.69 -10.87  -1.111
159 C 30.37 11.43 -11.05  1.236
160 C 29.53 11.35 -9.77  -0.831
161 O 29.15 10.02 -9.43  0.954
162 C 28.51 9.89 -8.17  -0.872
163 N 30.63 12.83 -11.28  1.752
164 H 32.29 11.14 -10.07  0.023
165 H 32.39 10.72 -11.73  -0.110
166 H 31.56 9.64 -10.62  0.640
167 H 29.79 11.02 -11.88  0.446
168 H 28.60 11.93 -9.79  -0.838
169 H 30.11 11.78 -8.94  0.245
170 H 29.05 10.56 -7.47  -0.025
171 H 28.63 8.88 -7.78  0.215
172 H 27.54 10.39 -8.13  0.296
173 H 31.30 12.84 -12.05  -0.614
174 H 31.17 13.17 -10.46  -0.745
175 C 22.00 9.40 -11.04  -1.418
176 C 22.70 9.53 -12.37  0.359
177 C 24.22 9.30 -12.26  -0.650
178 O 24.86 10.27 -11.42  -0.238
179 C 26.25 10.18 -11.47  -0.186
180 N 22.21 8.53 -13.29  -0.707
181 H 22.34 8.51 -10.51  0.288
182 H 20.91 9.28 -11.08  0.437
183 H 22.17 10.31 -10.45  0.287
184 H 22.46 10.49 -12.84  0.408
185 H 24.66 9.40 -13.25  0.365
186 H 24.34 8.32 -11.80  0.224
187 H 26.76 9.74 -12.33  0.364
188 H 26.57 9.52 -10.66  -0.108
189 H 26.75 11.14 -11.38  -0.014
190 H 22.05 7.64 -12.82  0.261
191 H 21.26 8.74 -13.60  0.266

=====

Entry 3:
Below is one molecule with the formula C3H6N4, with properties calculated with ωB97M-V/def2-TZVPD.

Summary:
Highest occupied orbital energy = -0.3352 Ha
ΔE to the lowest compared entry with this formula, charge and spin = 596.4 kJ/mol
LUMO energy = 0.030 Eh

Last column: natural (NBO) charge in e.
Atoms and positions in Å:
1 C 0.37 -0.08 -0.30  -0.124
2 C -0.46 -0.95 0.53  -0.049
3 C 1.86 0.01 -0.13  -0.625
4 N -2.46 -0.97 -0.17  -0.069
5 N -2.49 0.21 -0.22  0.012
6 N -1.62 1.08 0.30  -0.293
7 N -0.41 0.41 0.73  -0.290
8 H 0.11 0.08 -1.43  0.191
9 H -0.12 -1.64 1.25  0.203
10 H 2.23 -0.99 -0.01  0.213
11 H 2.02 0.44 0.81  0.221
12 H 2.55 0.49 -1.01  0.214
13 H -1.57 1.90 -0.34  0.394

=====

Number 1: Kohn-Sham gap 9.62 eV. Number 2: Kohn-Sham gap 8.47 eV. Number 3: Kohn-Sham gap 9.94 eV.